Record 1
ORCA calculation (the ωB97M-V functional and the def2-TZVPD basis) on 11 unconnected molecules or ions with the total composition C22H66O22.

As for the structure (SMILES): OCCO.OCCO.OCCO.OCCO.OCCO.OCCO.OCCO.OCCO.OCCO.OCCO.OCCO.

```
110
Properties=species:S:1:pos:R:3:mulliken_charge:R:1
O 5.5707 -4.1960 -3.1271 -0.57
C 5.1330 -3.0189 -2.4759 -0.47
C 3.7662 -2.6089 -2.9841 -0.25
O 3.2286 -1.5425 -2.1959 -0.33
H 5.9741 -3.9485 -3.9643 0.34
H 5.0663 -3.2348 -1.4073 0.14
H 5.8736 -2.2194 -2.5653 0.34
H 3.0717 -3.4467 -2.8771 0.34
H 3.8122 -2.3599 -4.0486 0.33
H 2.4023 -1.2563 -2.5985 0.12
O -2.5205 -3.0183 6.4280 -0.52
C -2.6502 -1.6103 6.2776 -0.74
C -2.5173 -1.2245 4.8166 0.50
O -1.1786 -1.4542 4.3331 -0.38
H -3.3336 -3.4553 6.1612 0.31
H -3.6271 -1.2759 6.6399 0.36
H -1.8851 -1.1357 6.8872 0.30
H -2.7602 -0.1636 4.7068 0.39
H -3.1651 -1.7652 4.1207 -0.29
H -1.1024 -2.3841 4.0857 0.21
O 2.6039 2.3279 3.0226 -0.42
C 2.4146 2.0116 4.4199 -0.43
C 1.5921 0.7499 4.4723 0.32
O 1.2951 0.3333 5.8048 -0.65
H 3.0308 1.5456 2.6350 0.31
H 3.4200 1.9959 4.8403 0.26
H 1.8466 2.8508 4.8200 0.27
H 2.1261 -0.0526 3.9440 0.22
H 0.6560 0.8855 3.9261 -0.12
H 0.6503 -0.3767 5.6948 0.32
O -1.2036 0.0416 1.9121 0.07
C -0.9330 -0.9936 0.9495 1.41
C 0.5850 -1.2314 0.8509 -0.66
O 1.1732 -0.1665 0.1266 -0.02
H -1.3767 -0.4117 2.7563 -0.23
H -1.5068 -1.8531 1.3177 -1.30
H -1.3751 -0.6756 0.0027 0.29
H 0.7818 -2.2205 0.4240 0.41
H 1.0157 -1.2265 1.8510 0.08
H 0.8543 -0.2004 -0.7838 -0.11
O 0.6455 -0.8100 -3.2445 -0.80
C 1.1876 0.4343 -3.7903 -0.12
C 1.6238 0.2016 -5.2295 -0.49
O 0.6972 -0.5002 -6.0535 -0.62
H -0.2024 -0.8762 -3.7177 0.23
H 0.4301 1.2124 -3.6666 0.44
H 2.0670 0.7147 -3.2030 0.17
H 2.5440 -0.3785 -5.2122 0.25
H 1.7603 1.1710 -5.7206 0.31
H -0.2026 -0.1444 -5.9203 0.38
O -4.6572 -2.5723 1.5691 -0.61
C -3.6389 -3.2566 0.8854 0.37
C -2.8818 -4.1394 1.8887 -0.80
O -2.7747 -3.4260 3.1094 -0.51
H -5.0328 -1.9242 0.9419 0.37
H -3.9903 -3.8464 0.0294 0.44
H -2.9172 -2.5688 0.4255 -0.16
H -1.8851 -4.4538 1.5896 0.35
H -3.4482 -5.0675 2.0379 0.31
H -3.6306 -3.0291 3.3055 0.26
O 3.6625 2.5473 -2.4180 -0.59
C 2.8228 3.0867 -1.4230 0.45
C 3.6037 3.9142 -0.4255 -0.68
O 4.6995 3.2017 0.1181 -0.55
H 4.2319 1.8483 -2.0207 0.53
H 2.0479 3.6959 -1.8945 0.45
H 2.2866 2.2900 -0.8921 -0.47
H 2.9428 4.2343 0.3928 0.27
H 3.9635 4.8566 -0.8390 0.34
H 4.3582 2.4925 0.6782 0.29
O -1.7612 5.1149 -1.5111 -0.55
C -2.2589 3.8945 -1.0197 -0.16
C -1.3179 3.3226 0.0323 0.21
O -2.0475 2.4733 0.8951 -0.31
H -2.0194 5.2941 -2.4161 0.31
H -3.2220 4.1120 -0.5384 0.19
H -2.4510 3.0819 -1.7319 0.05
H -0.8921 4.1438 0.6175 0.32
H -0.4960 2.8209 -0.4860 -0.07
H -1.4407 1.7960 1.2509 0.06
O -1.5739 1.1259 -5.6031 -0.47
C -2.8567 0.6575 -5.1641 -0.64
C -2.8178 -0.3019 -3.9933 0.09
O -1.9143 -1.3757 -4.2073 -0.50
H -1.7870 1.7357 -6.3178 0.26
H -3.5260 1.5085 -5.0012 0.40
H -3.3224 0.0931 -5.9881 0.35
H -3.8403 -0.6515 -3.8569 0.48
H -2.4453 0.2205 -3.1054 -0.15
H -2.3725 -2.2010 -4.3781 0.25
O 4.9345 0.3453 -1.3733 -0.44
C 5.6474 0.0965 -0.1799 -0.62
C 4.7794 -0.5265 0.9474 -0.56
O 3.6853 0.2240 1.4094 -0.17
H 4.4308 -0.4727 -1.5849 0.30
H 6.4906 -0.6087 -0.2265 0.35
H 6.0943 1.0396 0.1328 0.44
H 5.5050 -0.6642 1.7536 0.42
H 4.4604 -1.5170 0.6018 0.27
H 2.9193 0.1471 0.7979 -0.06
O -5.4698 -0.4076 0.1199 -0.55
C -4.9108 0.9250 0.2240 -0.07
C -4.8047 1.2331 1.7104 0.07
O -6.0813 1.1439 2.3269 -0.62
H -6.2891 -0.3489 -0.3803 0.23
H -3.8967 0.9048 -0.1754 -0.07
H -5.5117 1.6484 -0.3220 0.42
H -4.4462 2.2602 1.7720 0.35
H -4.0304 0.5952 2.1428 -0.13
H -6.2656 0.1948 2.3260 0.36
```

Record 2
ORCA calculation (the ωB97M-V functional and the def2-TZVPD basis) on 11 unconnected molecules or ions with the total composition C22H67F3N14O13S.

```
120
Properties=species:S:1:pos:R:3:mulliken_charge:R:1
O -3.5231 -2.9570 1.7272 -0.37
H -3.9762 -3.7080 1.2768 0.46
H -4.1456 -2.2031 1.8192 0.35
H -3.1607 -3.3138 2.5867 0.41
C -1.4675 -0.3536 0.4135 -0.04
F -0.3036 0.0477 0.8841 0.10
F -1.5402 -1.6854 0.4611 0.17
F -2.4919 0.1442 1.1124 -0.13
S -1.7379 0.3313 -1.3429 0.47
O -0.7885 -0.4057 -2.2080 -0.57
O -3.1547 0.0466 -1.5507 -0.77
O -1.4255 1.7665 -1.2718 0.06
C -2.2677 2.8986 -4.5589 0.57
O -1.8430 3.0536 -5.6971 -0.67
N -3.1948 1.9522 -4.2303 -0.33
N -1.8368 3.6050 -3.4770 -0.21
H -3.2465 1.2718 -4.9688 0.22
H -3.5239 1.8635 -3.2890 0.15
H -2.0085 3.3051 -2.5301 -0.01
H -1.1383 4.3091 -3.6444 0.24
C -5.2334 -2.6272 -0.4596 0.25
O -5.9122 -3.6220 -0.2401 -0.64
N -3.9908 -2.6463 -1.0456 0.10
N -5.5361 -1.3666 -0.0157 -0.29
H -3.6979 -3.4231 -1.6185 0.18
H -3.5466 -1.7660 -1.3034 -0.02
H -6.4257 -1.3766 0.4641 0.23
H -5.1971 -0.5432 -0.4861 0.20
C -0.6898 -3.0158 -4.8192 0.46
O -0.8710 -4.0318 -5.4852 -0.72
N -0.9157 -1.7581 -5.3452 -0.29
N -0.5132 -3.0024 -3.4832 0.19
H -0.9890 -0.9589 -4.7411 0.17
H -1.3434 -1.6430 -6.2444 0.24
H -0.1584 -2.1538 -3.0667 0.00
H -0.5482 -3.8493 -2.9458 0.13
C 1.6262 4.8239 -1.3079 0.28
O 2.6947 5.2945 -1.7175 -0.74
N 0.9461 3.8788 -1.9860 0.06
N 0.8751 5.3224 -0.3064 -0.20
H 0.0762 3.4740 -1.6985 0.05
H 1.4553 3.4403 -2.7482 0.09
H 1.1799 6.0069 0.3578 0.27
H -0.0248 4.8909 -0.1684 -0.04
C 1.6739 1.9455 -4.5836 0.47
O 2.4579 2.1843 -3.6653 -0.76
N 1.9299 2.2302 -5.8927 -0.41
N 0.4995 1.2842 -4.4127 -0.06
H 2.7899 2.7298 -6.0429 0.27
H 1.2315 2.1886 -6.6081 0.16
H -0.1527 1.4689 -5.1584 0.17
H 0.1284 0.9121 -3.5525 0.00
C -0.4174 -4.7448 2.6892 -1.45
C -0.0738 -3.4857 3.4654 0.37
C 1.2725 -2.9360 3.0023 -0.61
O 1.6433 -1.9223 3.9236 -0.38
C 3.0048 -1.5337 3.8150 -0.73
N -1.1357 -2.5075 3.2606 -0.43
H -0.7124 -4.5856 1.6485 0.02
H -1.2070 -5.3523 3.1390 0.35
H 0.4295 -5.4175 2.5311 0.51
H 0.0391 -3.6733 4.5324 0.51
H 1.2628 -2.6608 1.9466 0.08
H 2.0687 -3.6846 3.0971 0.58
H 3.5921 -2.3983 4.1411 0.38
H 3.2172 -0.7352 4.5239 0.15
H 3.2786 -1.1673 2.8250 0.32
H -1.0855 -2.0426 2.3535 -0.06
H -0.9976 -1.7750 3.9515 0.33
C -2.3133 5.3604 1.0951 -1.52
C -1.8299 4.2714 2.0719 0.08
C -3.0453 3.4030 2.4283 -0.51
O -2.7277 2.5498 3.5143 -0.32
C -3.8450 1.8460 4.0101 -0.62
N -0.8858 3.4686 1.2603 0.16
H -2.7427 4.9454 0.1787 0.25
H -1.4799 6.0060 0.8336 0.45
H -3.1574 5.9316 1.4905 0.46
H -1.3737 4.6873 2.9660 0.52
H -3.5356 2.8696 1.6065 0.21
H -3.7965 4.0970 2.8412 0.48
H -4.6852 2.4651 4.3258 0.31
H -3.4504 1.2071 4.8000 0.28
H -4.1732 1.1237 3.2494 0.13
H -1.4137 3.0179 0.5177 -0.26
H -0.3632 2.8353 1.8491 0.01
C 5.2636 3.2902 4.8846 -1.54
C 4.7922 2.2184 3.9384 0.69
C 3.9559 2.7307 2.7805 -0.53
O 3.5968 1.7095 1.8575 -0.28
C 2.7806 2.1664 0.8081 -0.48
N 6.0412 1.5826 3.4200 -0.75
H 4.3990 3.8327 5.2803 0.36
H 5.6868 4.0783 4.2439 0.32
H 6.0480 3.0035 5.5739 0.40
H 4.3040 1.4325 4.5216 -0.06
H 4.5000 3.4550 2.1593 0.33
H 3.0574 3.2658 3.1161 0.30
H 2.8645 1.4065 0.0301 0.22
H 3.1281 3.1175 0.3925 0.46
H 1.7128 2.2676 1.0267 -0.04
H 6.5027 2.2644 2.8266 0.31
H 5.7052 0.8146 2.8458 0.31
C 3.3580 -4.9087 -2.1730 -1.54
C 2.3970 -3.7410 -1.8607 0.64
C 1.2607 -4.3015 -1.0105 0.20
O 0.4415 -5.1286 -1.8605 -0.48
C -0.4560 -5.8772 -1.0709 -0.55
N 3.0529 -2.6324 -1.1794 -0.63
H 3.6312 -5.4419 -1.2602 0.33
H 4.2645 -4.4741 -2.5989 0.42
H 2.9323 -5.6214 -2.8752 0.34
H 2.0442 -3.4066 -2.8404 0.11
H 0.6753 -3.4281 -0.6990 -0.48
H 1.6492 -4.9706 -0.2452 0.54
H -1.1111 -6.4702 -1.7096 0.36
H -1.1047 -5.2315 -0.4672 -0.05
H 0.0578 -6.5997 -0.4289 0.35
H 2.4439 -1.9691 -0.7290 0.14
H 3.7197 -2.1558 -1.7670 0.29
```

no.,gap between HOMO and LUMO (eV),LUMO level (eV)
1,8.78,-0.33
2,7.14,-1.54